i.
A cluster of 2 separate species, C6H8 in total. Source: the OMol25 dataset; level of theory: ωB97M-V/def2-TZVPD.

```
14
Properties=species:S:1:pos:R:3:lowdin_charge:R:1
C -1.339 -0.489 0.178 -0.128
C -2.228 -0.892 1.082 0.029
C 2.517 -0.316 1.088 -0.081
C 1.370 0.271 0.633 -0.014
C -0.499 0.133 -0.519 -0.153
C -0.355 0.660 -1.890 -0.106
H -2.472 -1.838 1.241 -0.008
H -2.902 -0.156 1.555 0.074
H 2.461 -1.340 1.379 0.025
H 3.236 0.469 1.428 0.059
H 1.339 1.383 0.680 0.039
H 0.601 0.178 -2.378 0.123
H -0.577 1.732 -2.039 0.084
H -1.151 0.205 -2.436 0.057
```

---

ii.
The molecule C6H8. Source: the OMol25 dataset; level of theory: ωB97M-V/def2-TZVPD.

```
14
Properties=species:S:1:pos:R:3:lowdin_charge:R:1
C 2.971 -0.325 -0.784 0.126
C 1.812 -0.174 -0.486 -0.116
C 0.442 -0.170 -0.100 -0.331
C -0.364 -1.101 -0.709 0.035
C -0.229 1.017 0.578 -0.195
C -1.596 0.385 0.778 -0.149
H 3.980 -0.428 -1.108 0.024
H -0.232 -1.289 -1.760 0.075
H -1.171 -1.682 -0.277 0.067
H 0.170 1.432 1.507 0.110
H -0.179 1.823 -0.179 0.125
H -1.191 -0.579 1.121 0.066
H -2.238 0.686 1.584 0.068
H -2.174 0.405 -0.162 0.095
```

Results
- SMILES string = C#CC(=C)CC

---

In terms of stability, ii leads; the second structure lies 1.673 eV higher.

---

i.
The molecule C5H6O2. Source: the OMol25 dataset; level of theory: ωB97M-V/def2-TZVPD.

```
13
Properties=species:S:1:pos:R:3:lowdin_charge:R:1
C 0.616 -1.149 -1.630 -0.092
C 1.082 -0.778 -0.252 -0.150
C 0.280 -0.566 0.754 -0.023
C -0.563 -0.176 1.670 -0.104
O -1.091 1.118 1.748 -0.002
C -1.016 1.954 0.694 -0.323
O -0.536 1.738 -0.383 0.088
H -0.470 -1.270 -1.661 0.081
H 1.091 -2.073 -1.974 0.072
H 0.889 -0.348 -2.327 0.081
H 2.143 -0.575 -0.112 0.112
H -0.936 -0.776 2.493 0.118
H -1.487 2.903 0.980 0.144
```

Results
- SMILES string = CC=C=COC=O

---

ii.
The molecule C5H6O2. Source: the OMol25 dataset; level of theory: ωB97M-V/def2-TZVPD.

```
13
Properties=species:S:1:pos:R:3:lowdin_charge:R:1
O -3.494 0.511 -0.608 0.059
C -2.451 -0.089 -0.660 -0.259
C -1.681 -0.534 0.577 -0.158
C -0.238 -0.357 0.410 -0.034
C 0.943 -0.200 0.222 0.013
C 2.376 0.065 0.014 -0.278
O 2.620 1.261 -0.696 -0.059
H -1.986 -0.373 -1.626 0.129
H -2.071 0.014 1.441 0.124
H -1.901 -1.600 0.733 0.130
H 2.878 0.065 0.993 0.120
H 2.827 -0.738 -0.578 0.122
H 2.177 1.976 -0.222 0.091
```

Results
- SMILES string = O=CCC#CCO

---

iii.
The molecule C5H6O2. Source: the OMol25 dataset; level of theory: ωB97M-V/def2-TZVPD.

```
13
Properties=species:S:1:pos:R:3:lowdin_charge:R:1
O 1.616 0.866 1.489 0.050
C 0.598 1.342 1.056 -0.293
C -0.801 1.013 1.602 -0.132
C -1.018 -0.011 0.577 -0.040
C -0.633 -0.630 -0.387 0.017
C -0.100 -1.418 -1.505 -0.262
O 0.983 -0.797 -2.168 -0.051
H 0.566 1.941 0.124 0.135
H -0.740 0.627 2.623 0.119
H -1.520 1.839 1.545 0.115
H 0.175 -2.407 -1.116 0.125
H -0.883 -1.545 -2.253 0.122
H 1.755 -0.819 -1.587 0.095
```

Results
- SMILES string = O=CCC#CCO

---

iv.
The molecule C5H6O2. Source: the OMol25 dataset; level of theory: ωB97M-V/def2-TZVPD.

```
13
Properties=species:S:1:pos:R:3:lowdin_charge:R:1
C -1.068 2.570 0.143 0.139
C -0.588 1.473 0.229 -0.087
C -0.053 0.127 0.365 -0.285
C -1.143 -1.197 -0.083 0.043
O 0.893 -0.051 -0.698 -0.036
C 2.007 -0.674 -0.478 -0.392
O 2.268 -1.117 0.588 0.079
H -1.490 3.547 0.066 0.033
H 0.452 0.011 1.329 0.138
H -1.581 -1.016 -1.048 0.052
H -1.738 -0.771 0.898 0.122
H -0.631 -2.139 0.018 0.049
H 2.672 -0.763 -1.329 0.146
```

Results
- SMILES string = C#C[C@@H](C)OC=O

---

In terms of stability, i leads; the second structure lies 0.403 eV higher.

---

i.
A cluster of 2 separate species, C5H6O2 in total. Source: the OMol25 dataset; level of theory: ωB97M-V/def2-TZVPD.

```
13
Properties=species:S:1:pos:R:3:lowdin_charge:R:1
C 1.999 -1.345 0.398 0.057
C 1.861 -0.579 -0.671 -0.064
C 1.168 0.238 -1.397 -0.242
O 0.684 0.990 -2.162 0.133
H 1.194 -1.422 1.133 0.048
H 2.906 -1.917 0.587 0.066
C -1.869 0.742 -0.120 -0.046
C -0.772 0.346 0.823 -0.332
O -0.726 -0.726 1.385 0.009
H -2.557 1.397 0.429 0.089
H -2.408 -0.147 -0.452 0.089
H -1.479 1.303 -0.975 0.065
H -0.001 1.120 1.024 0.128
```

Results
- SMILES string = C=C=C=O.CC=O

---

ii.
The molecule C5H6O2. Source: the OMol25 dataset; level of theory: ωB97M-V/def2-TZVPD.

```
13
Properties=species:S:1:pos:R:3:lowdin_charge:R:1
C 0.985 -1.475 1.017 -0.039
C 0.111 -0.770 -0.042 -0.230
C -0.703 -0.887 -1.127 0.051
C -0.093 0.495 -0.797 -0.171
C -0.853 1.430 0.137 -0.453
O -1.462 1.164 1.142 0.127
O -0.545 2.743 -0.180 0.120
H 1.978 -1.647 0.471 0.099
H 0.498 -2.348 1.431 0.053
H 1.121 -0.813 2.017 0.123
H -1.583 -1.578 -1.451 0.137
H 0.644 0.789 -1.695 0.165
H -0.098 2.897 -0.923 0.019
```

Results
- SMILES string = CC1=C[C@H]1C(=O)O

---

In terms of stability, i leads; the second structure lies 0.673 eV higher.

---

i.
A cluster of 2 separate species, C3H4O in total. Source: the OMol25 dataset; level of theory: ωB97M-V/def2-TZVPD.

```
8
Properties=species:S:1:pos:R:3:lowdin_charge:R:1
C -0.332 0.646 -0.314 0.006
C 1.463 -0.566 -0.168 -0.081
C -1.110 0.164 0.814 -0.283
O 2.028 -0.382 -1.216 -0.048
H -1.277 -0.938 0.390 0.135
H -0.568 0.075 1.736 0.057
H -2.117 0.615 0.640 0.058
H 1.914 0.387 -1.881 0.155
```

---

ii.
The molecule C3H4O. Source: the OMol25 dataset; level of theory: ωB97M-V/def2-TZVPD.

```
8
Properties=species:S:1:pos:R:3:lowdin_charge:R:1
C 0.760 -0.224 1.034 0.045
C -1.674 -0.068 -0.741 0.012
C 0.703 -0.034 -0.281 -0.145
O -0.496 0.385 -1.000 -0.162
H -0.103 -0.282 1.642 0.051
H 1.727 -0.377 1.439 0.053
H -2.547 0.596 -1.292 0.047
H 1.628 0.004 -0.802 0.098
```

---

iii.
The molecule C3H4O. Source: the OMol25 dataset; level of theory: ωB97M-V/def2-TZVPD.

```
8
Properties=species:S:1:pos:R:3:lowdin_charge:R:1
C -1.321 1.866 -0.370 0.145
C 0.702 0.043 -0.668 -0.018
C 0.465 -1.155 0.178 -0.103
O -0.324 0.910 -0.558 -0.263
H -0.789 2.672 0.279 0.024
H -0.592 -1.218 0.410 0.084
H 0.848 -1.206 1.131 0.050
H 1.012 -1.910 -0.402 0.082
```

---

In terms of stability, ii leads; the second structure lies 2.691 eV higher.

---

i.
A structure of composition C5H6O. Source: the OMol25 dataset; level of theory: ωB97M-V/def2-TZVPD.

```
12
Properties=species:S:1:pos:R:3:lowdin_charge:R:1
C 0.746 0.081 0.487 -0.187
C 0.266 -1.299 0.541 -0.336
C -0.920 0.305 0.395 -0.125
C 1.744 0.710 -0.093 0.079
C -1.609 0.431 -0.744 0.053
O 0.698 -2.090 -0.344 -0.015
H -0.111 -1.656 1.515 0.135
H -1.304 0.705 1.330 0.097
H 1.666 1.764 -0.342 0.070
H 2.653 0.165 -0.336 0.081
H -1.281 -0.090 -1.638 0.081
H -2.548 0.973 -0.771 0.067
```

---

ii.
The molecule C5H6O. Source: the OMol25 dataset; level of theory: ωB97M-V/def2-TZVPD.

```
12
Properties=species:S:1:pos:R:3:lowdin_charge:R:1
C 0.776 0.950 -1.162 -0.047
C 0.136 -0.112 -0.223 -0.399
C 0.391 -1.130 -1.095 0.231
O -1.273 -2.000 1.357 0.014
C -1.258 -0.815 1.648 -0.301
C -0.535 0.207 0.910 -0.066
H 1.466 0.559 -1.921 0.085
H 1.342 1.617 -0.513 0.101
H -0.018 1.479 -1.688 0.099
H 1.401 -1.559 -1.067 0.070
H -1.842 -0.436 2.515 0.114
H -0.585 1.239 1.237 0.100
```

---

In terms of stability, i leads; the second structure lies 0.230 eV higher.

---

i.
The molecule C5H6O. Source: the OMol25 dataset; level of theory: ωB97M-V/def2-TZVPD.

```
12
Properties=species:S:1:pos:R:3:lowdin_charge:R:1
C 0.146 -1.663 -2.331 0.106
C -0.052 -0.768 -1.550 -0.151
C -0.281 0.312 -0.588 -0.219
C 0.164 -0.064 0.825 -0.168
C 0.029 1.084 1.793 -0.263
O -0.234 2.217 1.467 0.051
H 0.316 -2.440 -3.043 0.023
H -1.345 0.576 -0.576 0.126
H 0.250 1.215 -0.907 0.123
H -0.405 -0.920 1.213 0.124
H 1.216 -0.382 0.834 0.128
H 0.196 0.832 2.862 0.121
```

Results
- SMILES string = C#CCCC=O

---

ii.
The molecule C5H6O. Source: the OMol25 dataset; level of theory: ωB97M-V/def2-TZVPD.

```
12
Properties=species:S:1:pos:R:3:lowdin_charge:R:1
C -0.241 0.950 1.973 0.030
C -0.367 0.330 0.829 -0.076
C -0.048 -0.229 -0.310 -0.240
C -0.948 -0.727 -1.412 -0.043
C 1.466 -0.119 -0.329 -0.240
O 2.106 0.456 -1.172 0.065
H -0.230 0.404 2.911 0.065
H -0.108 2.028 1.993 0.070
H -1.952 -0.308 -1.302 0.080
H -1.046 -1.820 -1.378 0.080
H -0.569 -0.462 -2.404 0.082
H 1.936 -0.505 0.601 0.126
```

Results
- SMILES string = C=C=C(C)C=O

---

In terms of stability, i leads; the second structure lies 0.183 eV higher.